# C23H68N6O10

A structure of composition C23H68N6O10 in a non-equilibrium geometry (the ωB97M-V functional and the def2-TZVPD basis, the OMol25 dataset).

The HOMO-LUMO gap is 8.81 eV. Its total energy is -1997.0772 hartree. As for the HOMO energy: -8.33 eV. As for the energy relative to the best compared isomer or geometry (same formula, charge and spin): 13.438 eV.

Geometry as XYZ:
```
107
Properties=species:S:1:pos:R:3:forces:R:3:mulliken_charge:R:1
N -0.1146 0.3878 -0.7197 4.42 -1.63 -6.22 0.88
H 0.1634 0.9258 -1.6187 -0.39 -1.29 1.31 -0.22
H 0.0724 0.9568 0.0603 2.26 -0.79 0.26 0.49
H 0.3654 -0.5312 -0.6987 0.36 0.68 0.01 -0.52
H -1.0826 0.2488 -0.7817 -2.00 -0.24 -0.38 0.47
C 2.0214 1.1988 -3.5487 -2.83 -2.16 1.05 0.74
O 1.6694 2.3878 -3.5477 -0.42 0.96 -0.42 -0.85
O 3.1874 0.9048 -2.9917 2.91 0.45 0.90 -0.50
O 1.3364 0.1408 -3.7547 0.05 1.59 -0.48 -0.76
H 3.5814 1.7428 -2.6707 -0.21 -0.54 -0.44 0.30
C 4.7974 -2.0292 -0.2587 4.07 1.28 -4.84 -1.45
C 3.7334 -2.6242 -1.1857 0.53 1.16 -0.66 0.46
C 3.0334 -3.7682 -0.6367 4.79 -2.99 4.08 -1.41
O 3.8414 -4.9832 -0.7217 0.77 1.14 -0.89 -0.47
C 3.3524 -6.1772 -0.2407 -3.48 1.24 -0.25 -1.05
N 2.6524 -1.6532 -1.3387 -5.03 -8.24 3.13 -0.25
H 5.8074 -2.6052 -0.1567 -1.72 0.67 -0.95 0.31
H 4.4944 -2.0962 0.6923 -1.65 0.81 3.67 0.43
H 5.1254 -0.9162 -0.7007 -1.06 -2.83 1.66 0.22
H 4.0824 -2.9812 -2.1457 0.78 0.32 -0.47 0.55
H 2.1724 -3.9132 -1.1067 -4.03 -0.85 -1.62 1.02
H 3.0594 -3.6842 0.4443 -1.38 0.58 0.42 0.42
H 2.2494 -6.3012 -0.2497 -0.11 0.65 -0.82 0.29
H 3.4434 -6.5092 0.7343 1.57 0.28 2.73 0.43
H 3.6814 -6.9252 -0.8347 1.35 -2.39 -2.02 0.45
H 1.7894 -2.2342 -1.8297 2.91 2.60 1.11 0.22
H 2.8694 -0.9312 -1.8127 1.83 6.40 -4.68 0.00
C -0.3956 0.9638 2.7663 0.88 -2.61 -0.25 -2.87
C -1.1006 0.4568 1.4943 0.28 -2.26 3.82 1.41
C -2.3076 -0.3792 1.9743 -2.63 0.34 0.20 -2.18
O -1.9936 -1.1912 3.0693 -0.16 0.72 -0.25 -0.51
C -3.0106 -2.1442 3.3113 0.83 -0.04 1.35 -0.75
N -1.5006 1.4528 0.5443 1.28 5.07 2.50 0.57
H -0.1536 0.0378 3.4233 -0.73 1.97 -0.74 0.29
H -1.0976 1.6698 3.1043 -0.73 0.88 1.63 0.66
H 0.4924 1.4948 2.4723 -0.05 -0.67 0.57 0.03
H -0.4216 -0.3122 1.1063 -0.19 0.64 0.15 0.01
H -2.8916 -0.8712 0.9673 2.94 -0.26 4.16 0.78
H -3.1216 0.4018 2.2233 1.19 -1.30 1.43 1.39
H -2.9836 -2.7712 2.4243 -1.45 0.00 0.55 0.26
H -3.9856 -1.6662 3.6353 0.95 -0.66 -0.57 0.30
H -2.5576 -2.7762 4.1133 -0.84 0.42 -0.28 0.28
H -0.5966 1.8888 0.2843 -2.38 2.73 1.19 -0.82
H -2.3436 2.2168 0.9173 4.58 -1.56 -0.05 0.32
C -3.4236 2.6798 -0.6097 -11.47 1.93 10.85 -3.29
C -4.2776 1.5228 -0.2077 -1.10 -2.64 0.88 0.95
C -5.0886 0.9638 -1.3297 -2.04 0.14 -2.03 -0.75
O -5.7356 2.0528 -1.9797 -2.25 0.95 0.26 -0.29
C -6.4696 1.6608 -3.1317 -0.66 10.38 2.65 -1.58
N -3.4166 0.4068 0.2903 -3.80 3.19 -2.28 -0.54
H -4.0706 3.2698 -1.1417 -1.80 2.71 -0.31 0.93
H -2.8406 2.5658 -1.2117 12.13 -3.82 -12.00 0.96
H -2.8706 3.0948 0.1993 -0.81 1.97 0.30 0.81
H -5.1246 1.7108 0.6143 1.93 0.58 -1.44 -0.01
H -5.8046 0.1448 -1.0837 0.04 0.71 0.91 0.37
H -4.7446 0.5568 -2.2447 2.81 -1.31 -0.23 0.39
H -6.9516 0.8738 -3.1427 -5.22 -8.00 1.61 0.73
H -5.8806 1.4738 -3.8747 4.21 -0.16 -4.85 0.65
H -7.3016 2.5128 -3.4657 2.48 -1.91 1.03 0.19
H -2.6526 1.0738 0.8233 -5.05 -4.28 -1.96 0.20
H -4.0426 -0.1372 0.8743 -0.59 0.69 -0.37 0.35
C -1.2796 -2.5662 0.8203 -3.05 -1.18 2.14 -0.67
C -0.0956 -2.8902 1.7893 -3.25 3.83 1.65 0.98
C 0.2074 -4.2812 1.9073 3.48 -2.22 -3.68 -1.15
O -0.6256 -5.0392 2.6573 -0.46 -1.40 0.18 -0.36
C -0.2036 -6.4352 2.8053 0.23 1.63 -0.49 -0.73
N 0.9394 -2.0082 1.3963 2.73 -1.34 -4.15 0.24
H -1.1826 -2.8422 -0.1837 0.82 -1.62 -1.55 0.68
H -1.4546 -1.4872 0.6453 0.30 -1.76 0.64 0.00
H -2.4176 -3.1232 1.2243 3.93 1.59 -2.02 -0.12
H -0.2626 -2.4312 2.8373 -0.83 -1.31 -1.43 0.59
H 1.2614 -4.3392 2.1683 0.47 -0.20 1.32 0.48
H 0.4614 -4.6382 0.7723 -1.45 0.01 1.72 0.07
H 0.8824 -6.4132 3.2033 -1.78 -0.55 -0.64 0.28
H -0.3716 -7.0012 1.8463 0.70 0.61 0.73 0.27
H -0.9686 -6.7722 3.4873 0.39 -0.59 0.58 0.30
H 1.5434 -2.4992 0.5963 -1.38 1.96 2.38 -0.60
H 1.5154 -1.7402 2.1603 0.84 -0.01 0.46 0.37
C 2.7304 1.4898 0.8673 3.49 1.94 -0.15 -0.40
C 2.1344 2.7558 1.5853 2.26 -0.68 0.48 -0.13
C 2.8774 4.0488 1.1883 -1.56 -0.26 -0.66 -0.52
O 4.2044 3.9488 1.5773 0.96 2.19 -1.11 -0.35
C 5.0244 5.0168 0.9893 -3.47 -1.51 -3.63 -0.86
N 0.7784 2.9318 1.3813 -5.55 4.41 -1.97 -0.08
H 2.4694 0.3978 1.1043 0.05 1.93 -0.21 -0.28
H 3.8934 1.7568 1.1663 -2.54 -1.57 -0.76 0.40
H 2.7694 1.7478 -0.2287 -0.44 -0.85 0.71 -0.09
H 2.3464 2.5438 2.6443 -0.31 0.35 0.02 0.46
H 2.3644 4.9458 1.6623 0.44 -0.93 -0.35 0.36
H 2.6594 4.1178 0.0553 0.93 0.19 1.28 0.14
H 4.9934 6.0028 1.3783 -0.47 0.68 0.70 0.30
H 4.9364 5.0248 -0.2267 -0.82 0.36 2.63 0.26
H 5.9164 4.5948 0.9623 4.56 -1.34 0.93 0.42
H 0.4234 3.5298 0.3983 2.31 -2.20 3.51 0.16
H 0.2864 3.4748 2.2033 1.38 -1.40 -2.09 0.32
C -0.1056 4.7778 -1.5627 0.21 0.09 -3.88 -0.83
O 0.5044 3.5508 -1.3237 -0.40 -1.37 0.29 -0.29
H -1.2166 4.7888 -1.4037 1.21 0.29 -0.19 0.12
H 0.2914 5.1278 -2.6047 -1.90 -0.84 0.85 0.30
H 0.5164 5.4658 -1.1277 0.44 2.26 2.63 0.43
H 0.8544 3.1948 -2.1547 0.34 -0.46 -0.54 0.12
C -2.0076 1.6548 -4.1577 -2.09 -0.57 1.98 -0.42
O -1.4596 0.5558 -3.4837 1.26 -1.17 0.46 -0.48
H -1.1576 2.0748 -4.5897 0.90 2.17 -0.73 0.39
H -2.5546 2.2288 -3.2547 0.83 -0.47 -2.90 0.00
H -2.6366 1.2848 -5.0087 -0.19 0.65 0.93 0.13
H -0.5076 0.5428 -3.7607 -0.34 -0.72 0.34 0.34
```
Forces are in eV/Å.